The following is a DFT calculation (ωB97M-V/def2-TZVPD) of 11 unconnected molecules or ions with the total composition C39H108N8O13.

Positions of all 168 atoms, in Å:
C 13.63060 15.80249 15.80157
C 14.22155 14.43717 16.29428
O 13.70724 13.34643 15.59443
O 14.21617 16.88162 16.48082
H 12.53732 15.74850 15.94027
H 13.72562 15.88785 14.70870
H 13.95438 14.27403 17.33730
H 15.33370 14.53546 16.23814
H 13.99132 13.46194 14.64676
H 14.08212 16.70672 17.43736
C 12.87003 20.43668 15.09520
C 14.24492 20.42418 15.78306
O 14.29533 21.46348 16.73850
O 12.51250 21.66456 14.54339
H 12.16729 20.12455 15.89728
H 12.70405 19.71020 14.27542
H 15.15238 20.59699 15.18311
H 14.34918 19.42749 16.25682
H 13.82200 21.12663 17.52510
H 12.89720 22.39230 15.05300
C 14.83772 9.64793 15.48918
C 15.98178 9.59487 14.56216
C 16.47727 8.14864 14.37362
O 15.68001 10.14944 13.23931
H 14.00936 9.10561 15.01037
H 14.57144 10.68306 15.62798
H 15.09841 9.16442 16.44408
H 16.78393 10.20387 14.97353
H 17.28019 8.13631 13.63560
H 15.61533 7.57688 14.00670
H 16.83918 7.72005 15.35354
H 16.49000 10.61620 12.99636
C 18.69126 21.78447 14.46348
C 18.89225 21.22701 15.83595
C 17.62813 20.63744 16.34472
O 17.88277 20.09612 17.64704
C 16.82227 19.30019 18.09812
N 19.89609 20.12956 15.85701
H 18.19221 21.07464 13.82112
H 19.61533 22.09458 13.98576
H 18.05859 22.69651 14.50582
H 19.15160 22.09021 16.47190
H 17.21015 19.87970 15.66207
H 16.92081 21.48427 16.40394
H 15.91949 19.86849 18.31586
H 17.02532 18.80782 19.05388
H 16.50472 18.51365 17.41278
H 20.78192 20.49740 15.48791
H 19.94632 19.62880 16.72463
C 10.53945 17.11492 10.90522
C 10.41125 18.04200 12.05951
C 10.72332 17.47137 13.39154
O 9.90717 18.15953 14.33195
C 10.30822 17.88053 15.67658
N 11.10832 19.30540 11.74488
H 10.23069 17.62830 9.99438
H 9.91652 16.22864 10.94734
H 11.58138 16.86098 10.65499
H 9.35696 18.35600 12.11047
H 11.80116 17.70220 13.67078
H 10.59925 16.37354 13.34641
H 11.39512 17.94650 15.76834
H 9.98925 16.89146 16.00128
H 9.83606 18.66419 16.30370
H 12.09747 19.14308 11.74172
H 10.94388 19.93821 12.53365
C 16.50063 12.26804 17.79371
C 17.44864 11.51119 18.77288
C 18.88081 11.66389 18.29231
O 18.99969 11.06636 17.01901
C 18.86378 9.66172 16.97476
N 17.37430 12.05552 20.13105
H 16.67208 12.13875 16.73685
H 16.50629 13.33506 18.06401
H 15.44922 11.95897 17.95342
H 17.21374 10.45684 18.80127
H 19.55595 11.18130 19.01406
H 19.14962 12.74134 18.21495
H 19.27005 9.31260 16.01905
H 17.81246 9.30807 17.15253
H 19.51733 9.27767 17.76123
H 16.46318 11.90522 20.55482
H 18.16281 11.87239 20.73594
C 12.78898 18.85327 19.38558
C 13.62364 17.76764 19.95587
C 13.44528 17.46469 21.41258
O 13.83109 18.50642 22.22502
C 13.54849 18.39403 23.58762
N 13.53737 16.56952 19.18667
H 11.72545 18.58412 19.35216
H 13.14300 18.95375 18.35833
H 13.00620 19.78232 19.92175
H 14.62634 18.16889 19.85077
H 14.06965 16.56331 21.60677
H 12.37882 17.16846 21.65297
H 13.86563 19.32772 24.02178
H 14.12488 17.55197 24.00386
H 12.46239 18.23060 23.74730
H 14.10104 15.82150 19.53386
H 12.60277 16.15173 19.18762
C 17.71953 14.40422 12.53431
C 18.51672 13.68251 13.60175
C 18.94066 14.72488 14.66006
O 17.76192 15.31204 15.21746
C 17.99647 16.15928 16.34351
N 17.68482 12.62035 14.17434
H 17.49074 13.74906 11.71414
H 18.26514 15.28058 12.14950
H 16.79038 14.75334 13.02548
H 19.41064 13.21285 13.14960
H 19.54979 15.50703 14.18225
H 19.46371 14.15696 15.43746
H 18.57754 17.04105 16.04256
H 18.49670 15.62376 17.16238
H 17.01294 16.49260 16.68643
H 16.93190 13.00636 14.68580
H 18.26197 12.13900 14.86420
C 15.63133 15.97729 9.79856
C 14.83080 17.21867 10.13604
C 14.78130 17.39166 11.63354
O 16.15148 17.67129 12.01500
C 16.23287 17.94577 13.40391
N 15.37738 18.44775 9.45871
H 16.66134 16.12298 10.08036
H 15.54995 15.81512 8.72005
H 15.21778 15.09623 10.31917
H 13.82522 17.06725 9.75834
H 14.41473 16.47134 12.12583
H 14.14288 18.24645 11.87336
H 17.16928 18.47744 13.49084
H 16.26876 16.99615 13.99422
H 15.38642 18.55645 13.78865
H 16.22055 18.69842 9.97978
H 14.79975 19.24908 9.62430
C 12.27272 13.94530 12.05276
C 13.15407 12.77280 12.23046
C 13.26500 12.01760 10.87348
O 14.07836 12.75808 10.01303
C 14.48648 12.00733 8.83916
N 14.45788 13.21366 12.85472
H 11.41164 13.69972 11.42168
H 12.82485 14.68966 11.46616
H 12.02335 14.43364 13.00326
H 12.71446 12.02982 12.91868
H 12.25810 11.91591 10.45328
H 13.68987 11.02295 11.07366
H 13.57891 11.58964 8.41796
H 15.13630 11.17493 9.16180
H 14.98329 12.56771 8.06060
H 14.96010 13.84352 12.25432
H 14.97863 12.36617 13.07605
C 7.96284 17.71211 19.51587
C 8.79018 16.62938 18.74152
C 9.50382 15.70895 19.78168
O 10.71043 15.11518 19.24574
C 10.54193 14.29785 18.09538
N 7.78416 15.83434 17.96562
H 7.56078 18.43801 18.79918
H 8.55444 18.30326 20.23281
H 7.16868 17.24550 20.08735
H 9.54354 17.16927 18.09928
H 8.75553 14.95017 19.97735
H 9.67877 16.36735 20.65117
H 9.93778 13.40287 18.30502
H 11.54858 13.99414 17.84075
H 10.18966 14.88142 17.23327
H 8.22020 15.18539 17.31823
H 7.12959 16.45742 17.49576

Summary:
- Kohn-Sham gap: 9.46 eV
- Highest occupied orbital energy: -9.0 eV
- Energy: -2966.69737 a.u.
- Spin multiplicity: 1
- Energy relative to the best compared isomer or geometry (same formula, charge and spin): 358.9 kJ/mol
- Structure (SMILES): COC[C@H](C)N.COC[C@H](C)N.COC[C@H](C)N.COC[C@H](C)N.COC[C@H](C)N.COC[C@H](C)N.COC[C@H](C)N.COC[C@H](C)N.CC(C)O.OCCO.OCCO

The following is a DFT calculation (ωB97M-V/def2-TZVPD) of a molecular structure, C11H10F6N2O9RuS2.

Positions of all 41 atoms, in Å:
Ru -0.89012 -0.39217 -0.43043
O 2.53766 1.50004 -2.39854
C 1.64369 0.96934 -1.59590
O 1.43166 -0.21714 -1.45823
C 0.89702 1.95471 -0.76293
C 1.06197 3.32484 -0.71599
C 0.29155 4.04472 0.19368
C -0.58959 3.38582 1.03944
C -0.70454 2.01304 0.92752
N 0.01515 1.34341 0.02837
C -1.59764 1.13030 1.77374
O -2.20252 1.54705 2.71383
O -1.54651 -0.15016 1.38982
H 2.98087 0.79940 -2.90604
H 1.77537 3.80995 -1.36623
H 0.38996 5.12035 0.24663
H -1.18656 3.90539 1.77641
F -2.34466 -3.04360 -4.16085
C -1.33243 -2.28540 -3.78767
F -0.37574 -2.31671 -4.69760
F -0.84784 -2.72700 -2.62418
S -1.90320 -0.52250 -3.59193
O -0.96371 0.03924 -2.59259
O -1.88555 0.06474 -4.87709
N -3.35465 -0.63631 -2.97512
S -3.45218 -0.48493 -1.42664
O -2.71485 -1.55337 -0.70594
O -3.07149 0.82383 -0.91370
C -5.26919 -0.67933 -1.11068
F -5.63523 -1.91306 -1.39113
F -5.46045 -0.41716 0.16699
F -5.90818 0.18499 -1.86640
C 1.41430 -3.17614 2.00629
C 1.03017 -1.83508 1.44128
O -0.04710 -2.01312 0.45726
H 2.24728 -3.04319 2.69665
H 1.72702 -3.86016 1.21924
H 0.59274 -3.61986 2.57090
H 1.83024 -1.37614 0.86603
H 0.66462 -1.14427 2.20006
H -0.75614 -2.56466 0.82565

Summary:
- Total charge: +1
- Kohn-Sham gap (alpha / beta): 8.62 / 8.64 eV
- Highest occupied orbital energy (alpha / beta): -13.6 / -13.5 eV
- Energy: -2702.04458 a.u.
- Spin multiplicity: 2
- Expectation value of S²: 0.7545
- Energy relative to the best compared isomer or geometry (same formula, charge and spin): 128.4 kJ/mol

The following is a DFT calculation (ωB97M-V/def2-TZVPD) of a molecular structure, C15H32CdN2O5P2.

Positions of all 57 atoms, in Å:
O 0.04151 -3.64296 -0.59656
H 0.17136 -4.60381 -0.53820
Cd 0.05878 -0.93268 0.39140
N 1.80291 0.02442 1.85122
N 2.26054 -1.72652 -0.09795
O 1.83151 1.14310 2.69816
O 2.54157 -2.71472 -0.83887
C 3.07631 -0.27388 1.53385
C 3.32676 -1.24036 0.54833
C 4.22236 0.39287 2.20936
C 4.64907 -1.82574 0.20589
H 4.21946 0.16323 3.28182
H 4.12757 1.47532 2.09430
H 5.19179 0.07727 1.79773
H 4.61601 -2.65590 -0.51883
H 5.13661 -2.17147 1.12429
H 5.26302 -1.01313 -0.19548
H 1.29708 0.89831 3.51068
H 0.94246 -3.39594 -0.41151
O 1.39920 1.19598 -1.27920
H 2.19428 1.60731 -0.94250
H 1.67541 0.86606 -2.18004
C -0.46783 -2.45320 1.64484
H -1.47575 -2.04273 1.69974
H 0.29521 -2.09162 2.42900
H -0.52616 -3.55638 1.65673
O 0.66244 0.83002 5.03720
H 1.37917 0.88049 5.69053
H 0.17891 0.02259 5.31080
C -2.84658 -1.95062 -1.50885
P -1.41257 -0.84111 -1.70839
C -0.62205 -1.43273 -3.22617
C -2.17120 0.76688 -2.16477
C -2.75401 1.01312 -3.40985
C -3.33889 2.26479 -3.67120
C -3.34379 3.26334 -2.68791
C -2.76616 3.01652 -1.43297
C -2.17174 1.77334 -1.16322
P -1.36479 1.34560 0.44877
C -0.48159 2.89512 0.85879
C -2.80675 1.39611 1.59745
H -2.50543 -2.87463 -1.03678
H -3.29475 -2.18943 -2.48014
H -3.60612 -1.49023 -0.86869
H -1.34125 -1.94826 -3.87417
H -0.16799 -0.60595 -3.77955
H 0.16951 -2.13495 -2.94799
H -2.75408 0.22956 -4.17640
H -3.78468 2.44496 -4.64943
H -3.80879 4.23754 -2.90121
H -2.79187 3.80414 -0.66978
H -1.15852 3.63482 1.32646
H 0.33076 2.64125 1.56009
H -0.03577 3.32656 -0.05221
H -3.29541 2.38627 1.59082
H -3.53280 0.62374 1.30147
H -2.43428 1.16832 2.60914

Summary:
- Kohn-Sham gap: 6.74 eV
- Highest occupied orbital energy: -6.3 eV
- Energy: -1926.71971 a.u.
- Spin multiplicity: 1
- Energy relative to the best compared isomer or geometry (same formula, charge and spin): 0.0 kJ/mol